An isolated ion of composition C28H35N2O2 and charge +1 at a distorted geometry, computed with the ωB97M-V functional and the def2-TZVPD basis.

Calculated values
total energy = -1347.6215 hartree
SMILES = C#CCn1c(OCC)cc2c(CCc3ccccc3)c(CCO)c/c(=[NH+]\CC)c-2c1CC
spin multiplicity = 1
total charge = +1
E_LUMO = -3.65 eV

Atoms and positions in Å:
C1 3.694 2.264 -3.820
C2 3.866 1.379 -3.039
C3 4.073 0.438 -1.953
N1 2.799 0.132 -1.270
C4 2.346 1.134 -0.446
O1 3.095 2.257 -0.353
C5 3.928 2.321 0.838
C6 3.543 3.513 1.700
C7 1.194 1.020 0.226
C8 0.398 -0.144 0.088
C9 -0.824 -0.222 0.774
C10 -1.316 0.912 1.645
C11 -1.518 2.254 0.882
C12 -2.879 2.871 1.074
C13 -3.610 2.776 2.244
C14 -4.827 3.404 2.338
C15 -5.360 4.120 1.295
C16 -4.637 4.225 0.122
C17 -3.413 3.599 0.031
C18 -1.597 -1.342 0.623
C19 -2.919 -1.546 1.291
C20 -2.723 -2.014 2.758
O2 -3.713 -1.438 3.609
C21 -1.138 -2.369 -0.210
C22 0.029 -2.333 -0.877
N2 0.357 -3.459 -1.696
C23 1.014 -4.537 -0.885
C24 0.117 -5.732 -0.641
C25 0.876 -1.179 -0.767
C26 2.109 -1.006 -1.457
C27 2.659 -2.005 -2.422
C28 1.896 -1.955 -3.776
H1 3.663 3.103 -4.467
H2 4.768 0.880 -1.251
H3 4.558 -0.438 -2.356
H4 4.962 2.431 0.521
H5 3.879 1.387 1.393
H6 4.464 3.990 2.028
H7 2.995 3.237 2.595
H8 3.018 4.263 1.120
H9 0.892 1.826 0.865
H10 -0.624 1.016 2.483
H11 -2.271 0.656 2.079
H12 -0.787 2.967 1.267
H13 -1.310 2.110 -0.173
H14 -3.222 2.218 3.083
H15 -5.394 3.348 3.256
H16 -6.313 4.614 1.380
H17 -4.982 4.785 -0.733
H18 -2.842 3.686 -0.884
H19 -3.540 -0.657 1.298
H20 -3.482 -2.315 0.767
H21 -1.735 -1.729 3.117
H22 -2.874 -3.085 2.833
H23 -3.333 -0.682 4.062
H24 -1.772 -3.232 -0.336
H25 -0.504 -3.875 -2.030
H26 1.930 -4.878 -1.369
H27 1.303 -4.139 0.086
H28 -0.858 -5.468 -0.234
H29 -0.065 -6.308 -1.547
H30 0.583 -6.421 0.058
H31 3.708 -1.870 -2.643
H32 2.578 -2.973 -1.959
H33 0.953 -1.442 -3.618
H34 2.468 -1.391 -4.506
H35 1.665 -2.955 -4.113

Atomic partial charges in e from the Mulliken method, atoms 1 to 5: number 1, C, carries 0.278; number 2, C, carries -0.319; number 3, C, carries -1.156; number 4, N, carries 0.447; number 5, C, carries -0.775

***

C12H26InN3O5PS2 as an isolated structure at a distorted geometry, computed with the ωB97M-V functional and the def2-TZVPD basis.

Calculated values
total energy = -2340.9846 hartree
spin multiplicity = 1
total charge = -1
E_LUMO = 2.20 eV

Atoms and positions in Å:
C1 -4.989 1.898 0.789
In1 -2.728 1.877 0.366
C2 -1.835 3.301 1.900
C3 -0.295 3.684 1.659
C4 0.546 2.323 1.601
C5 2.052 2.432 2.133
O1 2.195 1.698 3.385
C6 2.352 0.311 3.150
O2 1.837 -0.550 3.881
C7 -2.513 2.569 -1.777
C8 -1.006 2.813 -2.287
S1 -0.687 1.722 -3.793
C9 0.064 0.160 -3.175
N1 -0.487 -0.884 -2.388
N2 0.522 -1.788 -2.183
C10 1.709 -1.366 -2.858
O3 1.421 -0.142 -3.489
P1 -2.034 -0.566 0.660
N3 -0.278 -0.782 0.782
O4 -2.634 -1.041 2.231
H1 -5.125 1.183 1.682
H2 -5.346 2.951 1.062
H3 -5.490 1.482 -0.149
H4 -1.922 2.918 2.985
H5 -2.426 4.294 1.891
H6 0.059 4.245 2.602
H7 -0.106 4.345 0.753
H8 -0.050 1.544 2.203
H9 0.555 1.996 0.494
H10 2.390 3.513 2.207
H11 2.718 1.897 1.354
H12 2.946 -0.064 2.241
H13 -2.953 1.734 -2.439
H14 -3.128 3.527 -1.935
H15 -0.202 2.716 -1.490
H16 -0.963 3.897 -2.680
H17 2.718 -1.885 -2.899
H18 0.083 -0.681 1.739
H19 0.249 -0.231 0.099
H20 -2.899 -0.180 2.634
C11 2.901 -4.826 -0.300
S2 3.539 -5.800 -1.679
O5 3.724 -4.871 -2.837
C12 2.018 -6.728 -1.967
H21 3.680 -4.136 0.026
H22 2.024 -4.259 -0.618
H23 2.639 -5.491 0.525
H24 1.198 -6.041 -2.180
H25 1.786 -7.330 -1.087
H26 2.171 -7.386 -2.824

Atomic partial charges in e from the Mulliken method, atoms 1 to 5: number 1, C, carries -0.995; number 2, In, carries 0.490; number 3, C, carries -1.069; number 4, C, carries -0.538; number 5, C, carries 0.653

***

One molecule with the formula C4H8O2 at a distorted geometry, computed with the ωB97M-V functional and the def2-TZVPD basis.

Calculated values
total energy = -307.6079 hartree
ΔE to the lowest compared entry with this formula, charge and spin = 65.6 kcal per mole
SMILES = C[C@H]1O[C@H]1CO
spin multiplicity = 1
total charge = 0
E_LUMO = 0.93 eV

Atoms and positions in Å:
C1 1.708 0.683 -0.163
C2 0.829 -0.426 0.367
O1 0.336 -0.103 1.661
C3 -0.588 -0.220 0.584
C4 -1.105 0.795 -0.424
O2 -2.422 0.459 -0.770
H1 1.405 1.652 0.253
H2 1.737 0.767 -1.255
H3 2.716 0.476 0.198
H4 1.067 -1.442 0.080
H5 -1.238 -1.086 0.732
H6 -0.528 0.628 -1.345
H7 -0.951 1.843 -0.141
H8 -2.902 0.411 0.063

Atomic partial charges in e from the Mulliken method, atoms 1 to 5: number 1, C, carries -1.291; number 2, C, carries 0.131; number 3, O, carries -0.475; number 4, C, carries -0.035; number 5, C, carries -0.363